*P*
The following is a quantum chemistry calculation of one molecule with the formula C6H8O3, from the Open Molecules 2025 dataset.

Atoms and positions in Å:
C 1.79232 -0.11039 0.33045
C 0.82420 -0.07428 -0.87105
C -0.38362 -0.96936 -0.71990
C -1.39347 -0.10615 -0.03222
C -2.40768 -0.33490 0.79606
C -0.84647 1.31932 -0.38382
H 2.76124 0.98392 1.53366
H 2.41821 -0.81481 0.03998
H 1.28447 -0.39081 1.12427
H 1.34488 -0.36116 -1.77298
H -0.76404 -1.29808 -1.66479
H -0.00054 -1.90761 0.02536
H -2.96900 0.63169 1.06905
H -2.74449 -1.34032 1.02158
O 2.35133 1.16101 0.57349
O -1.54332 2.34864 -0.12263
O 0.27599 1.26328 -0.94652

The SMILES is C=C1C[C@H](CO)OC1=O. The multiplicity is 1. The value obtained for the HOMO energy is -9.73 eV.



*Q*
The following is a quantum chemistry calculation of one molecule with the formula C6H8O3, from the Open Molecules 2025 dataset.

Atoms and positions in Å:
C 1.07356 -0.87831 -0.20896
C 2.15968 0.23916 0.16162
C 0.24891 1.28880 -0.35864
C -0.26498 -0.11893 -0.09848
C -1.43685 -0.70856 -0.96430
C -0.67087 -0.17565 1.37605
O 1.41580 -1.96940 -0.54397
O 3.29139 0.12377 0.47985
O 1.62046 1.36734 0.03617
H 0.25052 1.53452 -1.48385
H -0.28993 2.11359 0.02597
H -1.33125 -0.26879 -2.02737
H -2.38933 -0.29289 -0.63589
H -1.35187 -1.69164 -0.98780
H -1.66994 0.21388 1.40983
H -0.02335 0.44447 2.04655
H -0.63197 -1.22135 1.77322

The SMILES is CC1(C)COC(=O)C1=O. The multiplicity is 1. The value obtained for the HOMO energy is -9.58 eV.



*R*
The following is a quantum chemistry calculation of a 2-piece molecular cluster, C6H8O3 overall, from the Open Molecules 2025 dataset.

Atoms and positions in Å:
C -1.00217 -0.40294 -0.35939
C -0.00808 0.01175 -1.14173
C -0.05406 -1.45323 -0.84761
C -2.27570 -0.26702 0.33261
C 1.80557 0.49230 0.46467
C 0.42457 0.99319 0.98246
O 2.43894 1.43366 -0.26758
O 2.30687 -0.56047 0.75780
O -0.06536 0.57644 2.01552
H 3.28905 1.08201 -0.57814
H 0.35404 0.75972 -1.80897
H 0.23026 2.00270 0.58657
H 0.64550 -1.87844 -0.13044
H -0.35994 -2.13390 -1.63562
H -2.84773 -1.19215 0.30949
H -2.86734 0.56137 -0.05564
H -2.01442 -0.02499 1.37600

The SMILES is O=CC(=O)O.CC1=CC1. The multiplicity is 1. The value obtained for the HOMO energy is -9.29 eV.



*S*
The following is a quantum chemistry calculation of C6H8O3 as an isolated structure, from the Open Molecules 2025 dataset.

Atoms and positions in Å:
C -2.18661 -1.07071 -0.07848
C 0.16518 -0.63556 -0.50454
C 0.96158 -0.37528 0.80062
C 1.28058 0.31780 -0.95551
C 0.88837 1.65764 -0.27132
C 0.62462 1.09238 1.07953
H -2.20433 -1.06170 0.99588
H -2.17994 -2.11419 -0.45447
H -3.13976 -0.57722 -0.39455
H 0.38785 -1.64242 -0.92095
H 1.03290 -1.16070 1.55047
H 1.63210 0.30071 -1.98888
H 0.29389 2.41750 -0.78013
H -0.20614 1.35034 1.74684
O -1.18535 -0.20879 -0.62957
O 2.14395 -0.26536 -0.02378
O 1.69111 1.97554 0.82882

The multiplicity is 1. The value obtained for the HOMO energy is -9.59 eV.



Stability, highest: *Q*



*P*
The following is a quantum chemistry calculation of C4H10N4O as an isolated structure, from the Open Molecules 2025 dataset.

Atoms and positions in Å:
C 0.20150 1.25603 1.33418
N -0.04352 1.26166 -0.08963
C -1.67769 1.44669 -0.58263
O -1.82611 2.25309 -1.47452
H 0.52283 1.91544 -0.62461
H -2.25048 1.47487 0.36706
H -0.25810 0.36609 1.77411
H 1.26735 1.25726 1.56982
H -0.26616 2.13366 1.80332
C 1.77992 -1.40878 -0.64076
C 0.30756 -1.38186 -0.35389
N -0.37176 -0.33722 -1.08174
N -1.66908 -0.21702 -0.90424
N -0.37489 -2.16821 0.36733
H -1.98623 -0.72064 -0.06332
H 0.19482 -2.89989 0.78727
H 1.94375 -1.75499 -1.66375
H 2.20137 -0.40532 -0.57099
H 2.30494 -2.07085 0.04699

The multiplicity is 1. The value obtained for the HOMO energy (alpha / beta) is -8.64 / -8.65 eV.



*Q*
The following is a quantum chemistry calculation of a 2-piece molecular cluster, C4H10N4O overall, from the Open Molecules 2025 dataset.

Atoms and positions in Å:
C -2.39446 0.43398 1.11435
C -1.26680 -0.41230 0.68292
N -1.02304 -1.66412 -1.54991
C -0.16375 -0.79119 1.28851
O -1.73333 -0.76060 -0.70952
H -1.15254 -1.29919 -2.49167
H -1.49954 -2.56730 -1.49429
H -2.07536 1.44839 1.34211
H -2.94312 -0.01779 1.93727
H -3.00391 0.46933 0.16847
H 0.54864 -1.45638 0.83039
H 0.00725 -0.48794 2.30713
C 1.54742 0.43258 -1.34641
N 3.31663 0.89625 0.09877
N 2.09968 0.76897 -0.26201
N 3.85491 1.74140 0.79956
H 3.30667 2.61507 0.90727
H 0.51494 0.13540 -1.32246
H 2.05969 0.51544 -2.30049

The SMILES is [H]/N=N\N=C.C=C(C)ON. The multiplicity is 1. The value obtained for the HOMO energy is -8.83 eV.



*R*
The following is a quantum chemistry calculation of a 2-piece molecular cluster, C4H10N4O overall, from the Open Molecules 2025 dataset.

Atoms and positions in Å:
C -1.23402 1.64563 0.57261
N 1.79708 0.39630 0.05265
N -1.03564 0.54973 -0.37590
C 1.27860 1.06232 -0.86415
C -0.73766 -0.91345 0.04165
N 3.08050 -0.09982 0.22141
N -0.10294 -1.63427 -0.96328
C -1.59697 -1.57354 0.84302
O 1.14604 1.67953 -1.86548
H -1.91175 0.49495 -0.89131
H 3.74757 0.66763 0.16017
H 3.16821 -0.50874 1.14883
H -0.35333 -2.60653 -1.05795
H 0.53202 -1.25118 -1.64527
H -0.24801 2.00682 0.85771
H -1.77215 1.34635 1.47665
H -1.70789 2.49045 0.07349
H -1.65234 -2.64901 0.82892
H -2.39732 -1.10318 1.38623

The SMILES is C=C(N)NC.NN=C=O. The multiplicity is 1. The value obtained for the HOMO energy is -7.96 eV.



Stability, highest: *R*



*P*
The following is a quantum chemistry calculation of one molecule with the formula C4H10N4O, from the Open Molecules 2025 dataset.

Atoms and positions in Å:
C -0.20064 1.28970 -2.11485
C 0.32776 0.69111 -0.83253
N -0.77669 -0.45610 -0.22746
N 1.55291 0.31892 -0.63686
O -1.93458 -0.47986 -0.58413
H 2.17996 0.67450 -1.34749
H 0.23819 2.27787 -2.24275
H 0.08368 0.66057 -2.96056
H -1.28294 1.39610 -2.10550
C 0.50428 -1.04126 1.92316
C -0.32073 -1.48414 0.75862
N -0.30587 1.55464 0.40950
N -0.72727 -2.63518 0.45924
H -1.27596 1.84287 0.48266
H 0.24333 1.52001 1.25719
H -0.43276 -3.33340 1.14018
H -0.07977 -0.39551 2.58186
H 0.83923 -1.91669 2.48122
H 1.36788 -0.48416 1.55849

The multiplicity is 1. The value obtained for the HOMO energy (alpha / beta) is -8.14 / -8.14 eV.



*Q*
The following is a quantum chemistry calculation of one molecule with the formula C4H10N4O, from the Open Molecules 2025 dataset.

Atoms and positions in Å:
C -1.98107 0.76622 -0.13513
N -1.10034 -0.36922 -0.37952
C -0.12222 -0.63131 1.00666
C 0.70996 0.03613 -1.09891
C 1.09819 -0.02218 0.17323
N -0.00211 -2.07488 1.05604
N 0.77740 0.83441 -2.14479
N 2.15569 0.44695 0.85712
O -0.33281 -0.03697 2.10223
H -1.60711 -1.16032 -0.76490
H 0.54691 -2.49083 0.31298
H 0.22916 -2.38265 1.99082
H 0.85605 1.83638 -1.99165
H 0.68929 0.42032 -3.06313
H 1.95851 0.49512 1.85652
H 2.75145 1.14845 0.44282
H -2.56305 0.63139 0.78033
H -2.68019 0.87628 -0.96842
H -1.38372 1.67670 -0.03230

The multiplicity is 1. The value obtained for the HOMO energy is -8.13 eV.



Stability, highest: *Q*



*P*
The following is a quantum chemistry calculation of an isolated ion of composition C5H13N2 and charge +1, from the Open Molecules 2025 dataset.

Atoms and positions in Å:
C -0.10767 1.38526 0.21590
C 0.00007 -0.67025 0.04743
C -0.37556 -1.99519 0.57662
C 1.93864 0.41119 1.37860
C -1.23442 0.56327 -1.90213
N 0.53548 0.31735 1.05611
N -0.97952 0.32029 -0.45098
H -0.68305 2.12109 0.73033
H 0.61154 1.71843 -0.50533
H 0.69506 -0.71848 -0.74093
H -0.93073 -1.80905 1.53412
H 0.54921 -2.58931 0.59360
H -0.95939 -2.55345 -0.15012
H 2.46208 -0.43122 1.04911
H 2.41968 1.09441 0.75318
H 1.99041 0.80606 2.42439
H -0.31546 0.78620 -2.43559
H -1.87501 -0.20326 -2.25248
H -1.85149 1.38497 -1.83393
H -1.88988 0.06172 -0.08790

Its total charge is +1. The SMILES is C[C@@H]1N(C)C[N@H+]1C. The multiplicity is 1. The value obtained for the HOMO energy is -13.48 eV.



*Q*
The following is a quantum chemistry calculation of an isolated ion of composition C5H13N2 and charge +1, from the Open Molecules 2025 dataset.

Atoms and positions in Å:
C 1.20681 0.80069 1.36955
C -0.36725 0.68722 1.21510
C -0.78478 -0.25951 0.15325
C -0.53362 0.12507 -1.15525
N -0.39985 -0.78390 -2.27681
C -1.50723 -1.45151 0.59601
N 2.00008 0.87390 0.11351
H 1.36519 -0.25144 1.83809
H 1.11940 1.70047 1.93089
H -0.75075 1.70783 1.18132
H -0.81585 0.56400 2.20328
H -0.26459 1.12517 -1.41067
H -0.36375 -0.48048 -3.26826
H -0.99442 -1.64488 -2.17422
H -1.92622 -2.07510 -0.20827
H -2.32581 -1.19669 1.26768
H -0.71019 -2.11287 1.21447
H 1.42445 0.22531 -0.53038
H 2.97460 0.51483 0.15211
H 1.98272 1.88211 -0.12487

Its total charge is +1. The SMILES is C/C(=C\N)CC[NH3+]. The multiplicity is 1. The value obtained for the HOMO energy is -11.85 eV.



*R*
The following is a quantum chemistry calculation of an isolated ion of composition C5H13N2 and charge +1, from the Open Molecules 2025 dataset.

Atoms and positions in Å:
C 1.83972 0.14782 -0.72836
C 0.38220 -0.01101 -1.09841
C -0.39191 -0.86342 -0.03750
C -0.72169 -0.06703 1.18187
C -0.03434 -0.02598 2.30439
N -1.81927 0.94119 1.02271
N 0.09982 -0.56416 -2.40151
H 2.38450 -0.74494 -1.03414
H 2.01190 0.38223 0.32622
H 2.27987 0.99686 -1.25168
H -0.15780 0.94439 -1.08773
H -1.27551 -1.28339 -0.49656
H 0.21998 -1.69455 0.31274
H -0.20746 0.62306 3.16075
H 0.75051 -0.75009 2.49015
H -2.71340 0.50641 1.26866
H -1.88573 1.29112 0.06519
H -1.67658 1.71418 1.66596
H 0.52884 -0.01735 -3.12799
H 0.38634 -1.52534 -2.53478

Its total charge is +1. The SMILES is C=C([NH3+])C[C@@H](C)N. The multiplicity is 1. The value obtained for the HOMO energy is -12.90 eV.



*S*
The following is a quantum chemistry calculation of C5H13N2 as an isolated structure, from the Open Molecules 2025 dataset.

Atoms and positions in Å:
C 0.79794 -1.14594 0.99135
C 0.32120 0.08745 1.86722
C -0.22261 -0.01415 0.50644
C 0.53642 0.78938 -0.50698
N -0.11186 2.04403 -0.72718
C -1.66069 -0.40098 0.29126
N 0.26893 -1.30762 -1.93674
H 1.86577 -1.11086 1.13176
H 0.46502 -2.13364 1.32740
H 1.21654 0.70778 1.85714
H 0.05774 0.03290 2.91172
H 1.50123 1.07118 -0.06147
H -0.07551 2.77967 -0.03830
H -0.12970 2.41637 -1.67597
H -1.84644 -0.59705 -0.76254
H -2.35295 0.37587 0.61289
H -1.87794 -1.32284 0.84657
H 0.57151 -0.23434 -1.49312
H -0.35528 -1.48631 -2.72591
H 1.13604 -1.83169 -2.08154

Its total charge is +1. The multiplicity is 1. The value obtained for the HOMO energy is -14.05 eV.



Stability, highest: *R*



*P*
The following is a quantum chemistry calculation of an isolated ion of composition C5H13N2 and charge +1, from the Open Molecules 2025 dataset.

Atoms and positions in Å:
C -1.79051 0.49499 -0.26783
C 1.18326 -1.35869 0.89756
C 1.13135 -0.23319 -1.53263
C 1.14292 1.25692 0.42621
C 0.84631 -0.12121 -0.04375
N -2.99460 0.36516 0.34232
N -0.80177 -0.29317 0.09827
H -1.66054 1.34640 -0.97674
H 1.14843 -1.20156 2.00604
H 0.48049 -2.23815 0.69285
H 2.24858 -1.61618 0.58158
H 1.12416 0.75094 -1.87892
H 0.35839 -0.75313 -2.00163
H 2.07936 -0.58514 -1.68346
H 0.42717 1.44827 1.18146
H 2.06217 1.24997 0.93084
H 1.12336 1.97119 -0.32782
H -3.81817 0.89487 -0.01257
H -3.26864 -0.43722 0.76015
H -1.02172 -0.94104 0.80807

Its total charge is +1. The SMILES is CC(C)(C)/[NH+]=C/N. The multiplicity is 1. The value obtained for the HOMO energy is -15.09 eV.



*Q*
The following is a quantum chemistry calculation of a 2-piece molecular cluster, C5H13N2 overall, from the Open Molecules 2025 dataset.

Atoms and positions in Å:
C -2.43247 0.04269 0.19967
C 2.64504 0.62976 -0.22300
C 1.33769 -1.41448 0.54010
C -0.26788 1.06441 0.36633
C 1.47276 -0.25945 -0.38394
N -3.49468 -0.34484 -0.49603
N -1.42362 0.69837 -0.30538
H -2.40419 -0.19395 1.25431
H 2.65689 1.42989 -0.95614
H 2.69537 1.05002 0.77882
H 3.55313 0.03527 -0.36079
H 1.53825 -1.12463 1.56743
H 2.07229 -2.17772 0.27200
H 0.35778 -1.87812 0.47808
H -0.26380 0.86796 1.42401
H 0.15380 2.00209 0.04811
H 1.10682 -0.41061 -1.38988
H -4.25913 -0.81663 -0.04328
H -3.58758 -0.14765 -1.47958
H -1.45648 0.94762 -1.29084

Its total charge is +1. The multiplicity is 1. The value obtained for the HOMO energy is -11.88 eV.



Stability, highest: *P*



*P*
The following is a quantum chemistry calculation of a 2-piece molecular cluster, C5H13N2 overall, from the Open Molecules 2025 dataset.

Atoms and positions in Å:
C 1.32415 -1.42172 0.82562
C 0.93670 -1.54072 -0.46006
N 0.53413 -2.68660 -1.04913
N 1.27600 -0.07592 1.43009
H 1.57596 -2.26179 1.45277
H 0.93747 -0.66191 -1.10488
H 0.13395 -2.68247 -1.97522
H 0.05938 -3.37430 -0.48922
H 2.19167 0.35875 1.58059
H 0.73394 0.05033 2.28234
H 0.81528 0.49543 0.69514
C -2.45510 1.39439 -0.69591
C -1.09871 2.02488 -0.64271
C -0.37475 2.27780 0.44319
H -2.40728 0.48185 -1.29679
H -2.80098 1.12285 0.30529
H -3.21575 2.03871 -1.13612
H -0.71078 2.34497 -1.60751
H 0.57272 2.80681 0.39795
H -0.69848 2.00962 1.44672

Its total charge is +1. The multiplicity is 1. The value obtained for the HOMO energy is -13.03 eV.



*Q*
The following is a quantum chemistry calculation of an isolated ion of composition C5H13N2 and charge +1, from the Open Molecules 2025 dataset.

Atoms and positions in Å:
C 0.34457 1.50037 -0.67516
C 0.67760 1.39554 0.80269
C 1.18725 -0.01085 1.24225
N -0.72974 -1.84580 -1.04909
C -0.07098 -2.04498 0.23616
C 0.12473 -1.07881 1.19400
N -1.02638 1.00279 -1.08490
H 0.35143 2.49557 -1.10565
H 1.14493 1.02380 -1.24790
H -0.17033 1.86303 1.31042
H 1.59637 1.97274 0.93870
H 1.96305 -0.19383 0.49597
H 1.68583 0.02668 2.20505
H -0.63348 -2.66984 -1.62421
H -1.69460 -1.89144 -0.76192
H -0.17450 -3.08186 0.54981
H -0.58968 -1.06247 2.01527
H -1.33930 1.43733 -1.94007
H -1.68173 1.21916 -0.33747
H -0.96505 -0.05713 -1.16394

Its total charge is +1. The SMILES is N/C=C\CCC[NH3+]. The multiplicity is 1. The value obtained for the HOMO energy is -11.72 eV.



Stability, highest: *P*